Computed, not measured: a molecular structure, C27H29AgF3NO8S, with wB97M-V/def2-TZVPD.

The value obtained for the total energy is -2546.57349 a.u. The spin multiplicity is 1. Its total charge is 0. The HOMO energy is -7.6 eV. Its LUMO energy is -3.580 eV.

```
70
C27H29AgF3NO8S, DFT wB97M-V/def2-TZVPD
C 2.29589 -4.84368 -1.75358
C 1.49216 -3.52578 -1.13655
C 0.14928 -3.65743 -0.15032
C -0.47570 -5.11616 0.28686
C -0.25216 -5.51432 1.86263
O 0.95617 -6.36188 2.07384
C -1.53877 -6.50285 2.26726
F -1.49435 -7.64245 1.27595
F -2.85659 -5.85324 2.08162
F -1.47476 -6.95954 3.68134
C -0.51804 -2.20594 0.30927
C 0.10273 -0.72723 -0.16662
C 1.43710 -0.59739 -1.14337
C 2.07760 0.82029 -1.67246
C 3.60848 1.11720 -1.16322
C 4.12136 2.64797 -1.59467
C 3.66855 3.80885 -0.52714
N 4.94604 4.54465 -0.07157
C 5.70006 4.33113 1.22937
C 7.05434 5.22524 1.46711
C 7.04260 6.13052 0.09262
C 5.72781 5.64183 -0.78657
C 2.11098 -2.04836 -1.61849
C 3.41461 -2.01620 -2.63634
O 4.66456 -2.19210 -2.19928
O 3.22276 -1.83744 -4.10965
C -0.70261 0.64616 0.34621
O -0.09865 1.77148 0.73466
C -2.36609 0.47464 0.38899
C -3.33301 1.71978 -0.06553
C -4.88550 1.27901 -0.42103
C -5.85887 2.63866 -0.40678
C -7.34674 2.10319 0.11654
S -7.48653 2.02761 1.99811
O -7.63246 3.41715 2.66901
O -8.82807 1.24924 2.28578
O -6.25169 1.10260 2.74866
C -2.91686 -0.86423 0.84642
C -1.89673 -2.12616 1.25354
O -2.16086 -2.95204 2.26891
H 1.68449 -5.83923 -1.69129
H 2.42048 -4.60790 -2.91625
H 3.35361 -4.87707 -1.25402
H -0.02388 -6.01916 -0.34913
H -1.62688 -5.08190 -0.02755
H -0.14689 -4.60515 2.59493
H 1.58473 -6.29417 1.29618
H 2.07659 0.81482 -2.86398
H 1.43525 1.77638 -1.37577
H 3.74178 1.01420 0.00794
H 4.41750 0.38677 -1.63624
H 5.31132 2.60677 -1.55800
H 3.84215 2.88548 -2.71797
H 3.24085 3.28750 0.43410
H 2.90602 4.52657 -1.06493
H 5.24621 3.53263 1.95659
H 7.82308 5.22664 2.37983
H 7.83974 6.96095 -0.20050
H 5.49893 6.11107 -1.84505
H -2.87943 2.12680 -1.09219
H -3.27113 2.58699 0.71928
H -5.36353 0.54896 0.35813
H -4.89996 0.74510 -1.47071
H -5.91385 3.13414 -1.48525
H -5.39671 3.36357 0.38600
H -7.52494 1.01702 -0.29041
H -8.22826 2.76954 -0.27566
H -6.54448 0.81744 3.66929
H -4.06182 -1.11444 0.89891
Ag 0.04097 3.04693 -1.24780
```

Atomic partial charges in e from the Löwdin method, atoms 1 to 5:
1. C -0.079
2. C -0.033
3. C -0.016
4. C -0.105
5. C -0.194